The following is a DFT calculation (ωB97M-V with the def2-TZVPD basis set) of C34H53BN11O2RbS4 as an isolated structure.

CARTESIAN COORDINATES (ANGSTROEM)
Rb -0.97377 -0.58184 -0.30072
C -1.86389 -1.82528 5.21644
C -0.49341 -1.53831 5.82877
C -0.67525 -1.29216 7.32453
C 0.47187 -2.71068 5.64995
N 0.08387 -0.31936 5.19622
C 0.40156 0.84402 5.88353
C 0.94629 1.69303 4.99510
N 0.96895 1.08106 3.75940
B 1.68387 1.79263 2.54724
N 2.76577 0.82567 1.97426
C 3.80063 0.51739 2.83201
C 4.64645 -0.31150 2.20309
N 4.13899 -0.52055 0.93002
C 2.97647 0.19680 0.79592
S 2.01965 0.26512 -0.61902
C 4.78997 -1.39280 -0.08532
C 5.18274 -0.56410 -1.30930
C 6.06716 -1.98997 0.50445
C 3.84702 -2.54094 -0.43911
N 0.65708 2.28609 1.53150
C -0.67927 1.96300 1.49714
C -1.23985 2.58308 0.44401
N -0.23746 3.32067 -0.18148
C 0.93734 3.15721 0.52373
S 2.42347 3.90737 0.27664
C -0.36905 3.99526 -1.49800
C 0.56348 3.34486 -2.51975
C -0.09553 5.49095 -1.32365
C -1.80356 3.82452 -1.99780
C 0.43321 -0.15921 3.88471
S 0.21142 -1.26751 2.60548
H -2.29764 -2.69828 5.70801
H -1.78659 -2.01806 4.14927
H -2.53154 -0.97590 5.37621
H -1.08589 -2.20025 7.76472
H -1.37537 -0.47951 7.52271
H 0.27174 -1.08158 7.82318
H 0.07166 -3.59195 6.15412
H 1.43726 -2.46688 6.09828
H 0.62037 -2.93770 4.59751
H 0.22399 0.96581 6.93315
H 1.33089 2.68834 5.12511
H 2.26515 2.72113 3.04230
H 3.84187 0.93180 3.82377
H 5.55875 -0.75852 2.54320
H 5.86772 0.23342 -1.01485
H 4.31272 -0.12112 -1.78527
H 5.69391 -1.21239 -2.02453
H 6.79640 -1.22121 0.76428
H 6.51412 -2.62738 -0.25846
H 5.86876 -2.61107 1.37927
H 2.90823 -2.15531 -0.82871
H 3.64002 -3.14017 0.45123
H 4.30817 -3.18142 -1.19377
H -1.12134 1.29822 2.21864
H -2.25710 2.55325 0.10459
H 1.60100 3.41102 -2.20485
H 0.44025 3.84186 -3.48646
H 0.31342 2.28551 -2.63157
H 0.91085 5.64996 -0.94202
H -0.81694 5.91816 -0.62406
H -0.20385 5.99994 -2.28399
H -2.04122 2.77338 -2.18627
H -1.90469 4.37264 -2.93547
H -2.53473 4.22931 -1.29615
N -4.28473 1.13982 -0.06699
C -4.42321 0.63925 -1.42797
C -5.88121 0.49384 -1.90819
C -6.05278 0.13156 -3.38823
C -5.32321 1.07397 -4.34969
N -3.89318 0.78731 -4.36412
C -3.08962 1.60616 -4.94285
N -3.44881 2.79514 -5.51591
N -1.74301 1.32417 -5.01720
C -3.70993 -0.70891 -1.48885
O -3.20392 -1.06492 -2.65574
O -3.56890 -1.40020 -0.50343
H -4.46150 0.39288 0.59651
H -4.94277 1.88910 0.11041
H -3.90472 1.32286 -2.10061
H -6.36898 1.45621 -1.72077
H -6.38804 -0.24067 -1.27715
H -7.12001 0.13952 -3.61954
H -5.71166 -0.88878 -3.57924
H -5.51707 2.10845 -4.03089
H -5.73529 0.96336 -5.35990
H -3.43145 -0.36663 -3.37706
H -4.42795 2.97013 -5.65495
H -2.84240 3.16500 -6.22831
H -1.46548 0.51246 -4.48686
H -1.11959 2.10881 -4.89911
S 1.09181 -5.24036 0.09779
C -0.00662 -3.93952 -0.19365
N 0.11453 -3.30004 -1.30369
C 1.16308 -3.83424 -2.04183
C 1.59771 -3.35376 -3.27828
C 2.67238 -3.96506 -3.88515
C 3.31951 -5.05217 -3.27964
C 2.90569 -5.53552 -2.05661
C 1.82221 -4.91232 -1.43898
H -0.74762 -3.69367 0.55801
H 1.09763 -2.50630 -3.72732
H 3.03002 -3.60170 -4.83958
H 4.16007 -5.51591 -3.77931
H 3.41243 -6.36888 -1.58822

Force components x, y, z for each atom (eV/Å):
0.4 -0.2 0.0
0.0 0.0 0.0
0.0 0.0 -0.1
0.0 0.0 0.0
0.0 0.0 0.0
0.0 0.0 0.1
0.0 0.0 0.0
0.0 0.0 0.0
0.0 0.0 0.0
0.1 -0.1 0.0
0.1 0.0 0.0
0.0 0.0 0.0
0.0 0.0 -0.1
0.1 0.1 0.0
-0.1 -0.1 0.0
0.1 0.1 0.0
0.0 0.0 0.0
0.0 0.0 0.0
0.0 0.0 0.0
0.0 0.0 0.0
-0.1 0.1 0.0
0.0 0.0 0.1
0.1 0.1 -0.2
0.3 -0.2 -0.1
-0.1 0.1 0.0
0.0 -0.1 0.0
-0.2 0.1 0.2
0.0 0.0 0.1
0.0 0.0 -0.1
0.0 0.0 0.0
-0.1 0.1 -0.2
0.2 -0.1 0.1
0.0 0.0 0.0
0.0 0.0 0.0
0.0 0.0 0.0
0.0 0.0 0.0
0.0 0.0 0.0
0.0 0.0 0.0
0.0 0.0 0.0
0.0 0.0 0.0
0.0 0.0 0.0
0.0 0.0 0.0
0.0 0.0 0.0
0.0 0.0 0.0
0.0 0.0 0.0
0.0 0.0 0.0
0.0 0.0 0.0
0.0 0.0 0.0
0.0 0.0 0.0
0.0 0.0 0.0
0.0 0.0 0.0
0.0 0.0 0.0
0.0 0.0 0.0
0.0 0.0 0.0
0.0 0.0 0.0
0.0 0.0 0.0
0.0 0.0 0.0
0.1 0.0 0.0
0.0 0.0 0.0
0.0 0.0 0.0
0.0 0.0 0.0
0.0 0.0 0.0
0.0 0.0 0.0
0.0 0.0 0.0
0.0 0.0 0.0
0.0 0.0 0.0
-0.1 0.0 0.0
-0.1 -0.1 0.2
0.1 0.1 -0.1
0.0 0.0 0.0
0.0 0.0 0.0
0.0 0.1 0.0
0.1 0.0 0.0
0.0 0.0 0.0
-0.1 0.0 0.0
-0.1 0.0 -0.1
0.0 0.1 0.1
-0.4 0.0 -0.1
0.0 0.0 0.0
0.0 0.0 0.0
0.0 0.0 0.0
0.0 0.0 0.0
0.0 0.0 0.0
0.0 0.1 0.0
0.0 0.0 0.0
0.0 0.0 0.0
0.0 0.0 0.0
0.0 0.0 0.0
0.0 0.0 0.0
0.0 0.0 0.0
0.0 0.0 0.0
0.0 0.0 0.0
0.1 0.0 -0.1
-0.1 0.1 0.1
0.0 0.0 0.1
0.0 0.1 0.0
0.0 0.0 0.0
0.0 0.0 0.0
0.0 0.0 0.0
0.0 0.0 0.0
0.0 0.0 0.0
0.0 0.0 0.0
0.0 0.0 0.0
0.0 0.0 0.0
0.0 0.0 0.0
0.0 0.0 0.0

LUMO energy in eV: -0.021
Energy relative to the best compared isomer or geometry (same formula, charge and spin) in kJ/mol: 0.00
Total charge: 0
Molar mass in g/mol: 872.421

Here are the Löwdin charges for atoms 1 to 99, given in e: number 1, Rb, carries 0.715; number 2, C, carries -0.047; number 3, C, carries -0.554; number 4, C, carries -0.061; number 5, C, carries -0.045; number 6, N, carries -0.001; number 7, C, carries -0.046; number 8, C, carries -0.054; number 9, N, carries 0.037; number 10, B, carries -0.616; number 11, N, carries 0.051; number 12, C, carries -0.054; number 13, C, carries -0.043; number 14, N, carries 0.004; number 15, C, carries -0.663; number 16, S, carries 0.541; number 17, C, carries -0.542; number 18, C, carries -0.044; number 19, C, carries -0.060; number 20, C, carries -0.046; number 21, N, carries 0.033; number 22, C, carries -0.141; number 23, C, carries -0.109; number 24, N, carries 0.003; number 25, C, carries -0.758; number 26, S, carries 0.627; number 27, C, carries -0.547; number 28, C, carries -0.051; number 29, C, carries -0.046; number 30, C, carries -0.055; number 31, C, carries -0.676; number 32, S, carries 0.578; number 33, H, carries 0.087; number 34, H, carries 0.030; number 35, H, carries 0.090; number 36, H, carries 0.089; number 37, H, carries 0.086; number 38, H, carries 0.087; number 39, H, carries 0.087; number 40, H, carries 0.092; number 41, H, carries 0.030; number 42, H, carries 0.105; number 43, H, carries 0.119; number 44, H, carries 0.108; number 45, H, carries 0.123; number 46, H, carries 0.105; number 47, H, carries 0.092; number 48, H, carries 0.027; number 49, H, carries 0.085; number 50, H, carries 0.086; number 51, H, carries 0.089; number 52, H, carries 0.086; number 53, H, carries 0.022; number 54, H, carries 0.095; number 55, H, carries 0.085; number 56, H, carries 0.098; number 57, H, carries 0.074; number 58, H, carries 0.040; number 59, H, carries 0.084; number 60, H, carries 0.069; number 61, H, carries 0.027; number 62, H, carries 0.090; number 63, H, carries 0.084; number 64, H, carries 0.066; number 65, H, carries 0.086; number 66, H, carries 0.090; number 67, N, carries 0.070; number 68, C, carries -0.317; number 69, C, carries -0.132; number 70, C, carries -0.174; number 71, C, carries -0.215; number 72, N, carries 0.022; number 73, C, carries -0.513; number 74, N, carries 0.168; number 75, N, carries 0.160; number 76, C, carries -0.605; number 77, O, carries 0.072; number 78, O, carries -0.023; number 79, H, carries 0.086; number 80, H, carries 0.088; number 81, H, carries 0.120; number 82, H, carries 0.117; number 83, H, carries 0.126; number 84, H, carries 0.114; number 85, H, carries 0.117; number 86, H, carries 0.118; number 87, H, carries 0.122; number 88, H, carries 0.055; number 89, H, carries 0.086; number 90, H, carries 0.108; number 91, H, carries 0.100; number 92, H, carries 0.088; number 93, S, carries 1.064; number 94, C, carries -0.475; number 95, N, carries 0.016; number 96, C, carries -0.336; number 97, C, carries -0.011; number 98, C, carries -0.078; number 99, C, carries -0.092